No. 1
A molecular structure, C21H29BN7OPd. Source: the OMol25 dataset; level of theory: wB97M-V/def2-TZVPD.

ORCA input file:
```
! RIJCOSX wB97M-V def2-TZVPD def2/J DEFGRID3
* xyz 3 5
Pd 0.132 0.000 0.003
C 2.225 0.001 3.478
C 0.738 0.001 3.446
C -0.062 0.000 4.596
C -1.372 0.000 4.162
C -2.600 0.000 4.998
N -1.343 0.000 2.811
N -0.046 0.000 2.360
B -2.567 0.000 1.904
N -2.513 1.266 1.002
N -1.459 1.484 0.139
C -1.631 2.624 -0.529
C -0.647 3.155 -1.508
C -2.851 3.167 -0.103
C -3.384 2.260 0.888
C -4.631 2.395 1.651
N -2.513 -1.266 1.002
N -1.459 -1.484 0.138
C -1.631 -2.624 -0.530
C -0.648 -3.155 -1.508
C -2.851 -3.168 -0.103
C -3.384 -2.260 0.888
C -4.631 -2.396 1.651
H 2.556 0.002 4.514
H 2.639 0.897 3.015
H 2.640 -0.895 3.016
H 0.287 0.001 5.615
H -2.325 0.000 6.048
H -3.220 -0.878 4.810
H -3.221 0.878 4.810
H -3.566 0.000 2.535
H 0.219 2.502 -1.573
H -0.318 4.152 -1.212
H -1.105 3.257 -2.493
H -3.303 4.089 -0.441
H -5.128 3.331 1.406
H -4.435 2.365 2.727
H -5.317 1.571 1.436
H 0.218 -2.502 -1.573
H -1.106 -3.257 -2.493
H -0.318 -4.152 -1.213
H -3.303 -4.089 -0.441
H -5.128 -3.331 1.406
H -5.317 -1.571 1.436
H -4.434 -2.366 2.727
O 0.267 0.001 -2.438
C 1.570 0.001 -3.030
C 2.622 0.000 -1.959
C 3.960 0.000 -2.324
C 4.935 0.000 -1.344
C 4.550 -0.001 -0.009
C 3.203 -0.001 0.279
N 2.251 0.000 -0.671
H -0.388 0.001 -3.146
H 1.702 0.886 -3.658
H 1.702 -0.884 -3.659
H 4.222 0.001 -3.375
H 5.983 0.000 -1.614
H 5.277 -0.001 0.790
H 2.860 -0.001 1.296
*
```

Calculated values
**Energy**: -38854.5628 eV
**ΔE to the lowest compared entry with this formula, charge and spin**: 0.0000 eV
**Expectation value of S²**: 6.0371
**Lowest unoccupied orbital energy (spin up / spin down)**: -8.45 / -12.87 eV
**HOMO level (spin up / spin down)**: -17.2 / -17.1 eV


No. 2
A molecular structure, C21H29Cl2DyI2N6O. Source: the OMol25 dataset; level of theory: wB97M-V/def2-TZVPD.

ORCA input file:
```
! RIJCOSX wB97M-V def2-TZVPD def2/J DEFGRID3
* xyz 2 6
Dy -0.640 -1.349 0.104
I -1.546 -1.570 -3.450
C -0.868 -3.647 -3.650
I 0.407 -4.426 -2.094
H -0.396 -3.681 -4.672
H -1.749 -4.257 -3.722
Cl -2.646 -3.259 -0.253
C -3.023 -3.303 1.648
Cl -2.579 -1.683 2.521
H -2.455 -4.131 2.065
H -4.099 -3.435 1.776
C -1.221 1.710 -1.002
C -1.991 3.007 -1.316
N -3.067 3.243 -0.303
C -4.017 2.122 -0.411
C -3.346 0.727 -0.178
N -1.941 0.918 0.119
C -1.816 1.803 1.329
C -2.381 3.180 1.020
H -0.223 1.880 -0.631
H -1.124 0.992 -1.839
H -2.410 2.965 -2.304
H -1.330 3.879 -1.336
H -4.455 2.218 -1.444
H -4.826 2.323 0.264
H -3.485 0.069 -1.054
H -3.825 0.295 0.736
H -0.769 1.839 1.608
H -2.354 1.339 2.167
H -1.590 3.949 1.090
H -3.128 3.458 1.784
C 1.372 -0.725 -1.421
C 1.978 0.536 -1.781
C 3.138 1.019 -1.080
C 3.705 2.266 -1.372
C 3.190 3.024 -2.433
C 2.037 2.580 -3.116
C 1.459 1.346 -2.844
C 3.724 4.305 -2.734
N 4.157 5.324 -3.140
H 2.025 -1.310 -0.746
H 0.951 -1.211 -2.274
H 3.570 0.336 -0.343
H 4.571 2.672 -0.829
H 1.567 3.148 -3.919
H 0.635 0.989 -3.485
C 1.678 -4.472 3.035
N 1.804 -3.046 2.811
C 2.623 -2.286 3.602
C 2.702 -0.936 3.369
C 1.896 -0.334 2.360
N 1.008 -1.065 1.625
C 0.978 -2.442 1.888
O 0.182 -3.112 1.185
N 2.002 1.003 2.015
H 2.510 -4.832 3.652
H 1.628 -5.015 2.077
H 0.708 -4.687 3.501
H 3.227 -2.846 4.332
H 3.412 -0.266 3.960
H 2.689 1.604 2.484
H 1.767 1.257 1.051
*
```

Calculated values
**Energy**: -98551.1217 eV
**ΔE to the lowest compared entry with this formula, charge and spin**: 0.0000 eV
**Expectation value of S²**: 9.3480
**Lowest unoccupied orbital energy (spin up / spin down)**: -6.55 / -6.54 eV
**HOMO level (spin up / spin down)**: -12.5 / -12.4 eV


No. 3
A molecular structure, C21H29EuF9NO3P2. Source: the OMol25 dataset; level of theory: wB97M-V/def2-TZVPD.

ORCA input file:
```
! RIJCOSX wB97M-V def2-TZVPD def2/J DEFGRID3
* xyz 0 7
C -0.654 3.808 -2.166
C -0.692 2.459 -1.786
N 0.116 1.996 -0.803
C 1.081 2.798 -0.308
C 1.125 4.163 -0.606
C 0.238 4.676 -1.547
C -1.649 1.548 -2.501
P -2.178 0.069 -1.560
Eu 0.015 -0.448 0.231
P 2.752 0.526 0.224
C 2.122 2.224 0.645
C -0.040 -2.796 -0.541
C -1.076 -3.324 0.204
C -0.956 -4.679 0.613
C 0.169 -5.422 0.242
C 1.194 -4.839 -0.509
C 1.094 -3.478 -0.901
O -0.680 0.564 -4.757
O 0.263 -1.399 -3.481
H -1.348 4.143 -2.932
H 1.860 4.784 -0.094
H 0.243 5.734 -1.795
C -3.661 0.679 -0.680
C -2.924 -1.006 -2.823
H 3.009 2.878 0.655
H 1.705 2.193 1.670
H -1.176 1.195 -3.560
H -2.570 2.099 -2.748
C 3.524 0.166 1.839
C 4.201 0.911 -0.809
H -1.957 -2.737 0.497
H -1.746 -5.141 1.211
H 0.244 -6.472 0.541
H 2.067 -5.430 -0.798
H 1.906 -2.994 -1.455
H 0.698 -1.076 -2.536
H 0.201 -2.364 -3.420
H -0.230 -0.293 -4.378
H -0.008 1.101 -5.197
H 1.225 -0.630 -1.585
H -4.447 0.905 -1.416
H -4.018 -0.096 0.015
H -3.428 1.578 -0.093
H -3.731 -0.473 -3.342
H -2.150 -1.334 -3.528
H -3.329 -1.895 -2.320
H 4.962 1.459 -0.239
H 4.617 -0.040 -1.169
H 3.877 1.498 -1.678
H 4.452 0.744 1.948
H 2.825 0.391 2.658
H 3.760 -0.906 1.865
F -2.473 1.289 2.579
C -2.156 0.252 3.408
F -2.782 0.447 4.593
F -2.685 -0.869 2.831
C -0.602 0.134 3.541
O -0.016 0.113 2.309
C -0.053 1.372 4.327
F -0.449 1.396 5.624
F 1.310 1.379 4.304
F -0.454 2.528 3.736
C -0.233 -1.194 4.281
F -0.852 -1.329 5.480
F -0.565 -2.271 3.511
F 1.109 -1.263 4.479
*
```

Calculated values
**Energy**: -92243.3703 eV
**ΔE to the lowest compared entry with this formula, charge and spin**: 0.0000 eV
**Expectation value of S²**: 12.0317
**Lowest unoccupied orbital energy (spin up / spin down)**: -0.15 / 0.23 eV
**HOMO level (spin up / spin down)**: -7.1 / -7.1 eV


No. 4
7 unconnected molecules or ions with the total composition C21H29F6O18. Source: the OMol25 dataset; level of theory: wB97M-V/def2-TZVPD.

ORCA input file:
```
! RIJCOSX wB97M-V def2-TZVPD def2/J DEFGRID3
* xyz -1 1
F -0.680 1.563 -0.837
C -2.494 3.434 -2.011
C -1.659 4.722 -2.169
O -2.156 5.247 -3.316
C -3.334 4.813 -3.655
O -4.057 5.188 -4.469
O -3.610 3.744 -2.865
F -0.232 4.358 -2.211
H -2.826 3.106 -0.888
H -1.987 2.737 -2.611
H -1.847 5.443 -1.374
C -3.289 -0.171 2.331
C -3.397 1.143 1.384
O -2.869 2.101 2.272
C -2.025 1.467 3.130
O -1.265 1.998 3.892
O -2.254 0.191 3.076
F -4.689 1.420 1.138
H -3.130 -1.025 1.728
H -4.324 -0.013 2.835
H -2.791 1.013 0.563
C 0.499 4.283 0.612
C 1.455 3.345 1.099
O 1.870 3.743 2.366
C 1.126 4.790 2.743
O 1.217 5.394 3.795
O 0.222 5.087 1.798
F 2.648 3.409 0.344
H -0.475 3.779 0.541
H 0.736 4.963 -0.363
H 1.178 2.284 1.288
C -1.211 -1.276 -2.246
C -2.510 -0.633 -2.810
O -3.511 -1.487 -2.366
C -2.891 -2.546 -1.693
O -3.519 -3.416 -1.142
O -1.599 -2.509 -1.705
F -2.524 -0.846 -4.160
H -0.914 -0.589 -1.283
H -0.275 -1.263 -2.756
H -2.611 0.273 -2.547
C 2.221 0.619 -2.641
C 1.458 1.964 -3.131
O 0.999 1.534 -4.321
C 1.267 0.484 -4.645
O 0.939 0.011 -5.757
O 2.003 -0.157 -3.745
F 2.451 2.905 -3.310
H 1.516 0.345 -1.737
H 3.256 0.871 -2.146
H 0.773 2.474 -2.513
C 1.581 -0.420 1.115
O 1.592 -1.735 0.790
C 0.426 -2.470 1.136
C 0.618 -3.940 1.082
O 1.544 -4.390 1.825
C 1.930 -5.715 1.751
C 2.795 -5.926 3.068
O 3.919 -5.060 2.887
C 4.995 -5.484 3.777
H 2.440 0.054 0.575
H 1.531 -0.115 2.227
H 0.752 0.178 0.603
H -0.529 -2.318 0.763
H 0.352 -2.047 2.029
H 0.920 -4.357 -0.046
H -0.342 -4.444 1.329
H 2.524 -6.260 0.745
H 1.094 -6.447 1.940
H 3.133 -7.071 3.113
H 2.049 -5.610 3.907
H 5.297 -6.571 3.556
H 4.601 -5.360 4.763
H 5.899 -4.806 3.524
*
```

Calculated values
**Energy**: -75400.4628 eV
**ΔE to the lowest compared entry with this formula, charge and spin**: 0.8047 eV
**Lowest unoccupied orbital energy**: 2.32 eV
**HOMO level**: -7.4 eV


What did the third record say?
A molecular structure, C21H29EuF9NO3P2. Source: the OMol25 dataset; level of theory: wB97M-V/def2-TZVPD.

ORCA input file:
```
! RIJCOSX wB97M-V def2-TZVPD def2/J DEFGRID3
* xyz 0 7
C -0.654 3.808 -2.166
C -0.692 2.459 -1.786
N 0.116 1.996 -0.803
C 1.081 2.798 -0.308
C 1.125 4.163 -0.606
C 0.238 4.676 -1.547
C -1.649 1.548 -2.501
P -2.178 0.069 -1.560
Eu 0.015 -0.448 0.231
P 2.752 0.526 0.224
C 2.122 2.224 0.645
C -0.040 -2.796 -0.541
C -1.076 -3.324 0.204
C -0.956 -4.679 0.613
C 0.169 -5.422 0.242
C 1.194 -4.839 -0.509
C 1.094 -3.478 -0.901
O -0.680 0.564 -4.757
O 0.263 -1.399 -3.481
H -1.348 4.143 -2.932
H 1.860 4.784 -0.094
H 0.243 5.734 -1.795
C -3.661 0.679 -0.680
C -2.924 -1.006 -2.823
H 3.009 2.878 0.655
H 1.705 2.193 1.670
H -1.176 1.195 -3.560
H -2.570 2.099 -2.748
C 3.524 0.166 1.839
C 4.201 0.911 -0.809
H -1.957 -2.737 0.497
H -1.746 -5.141 1.211
H 0.244 -6.472 0.541
H 2.067 -5.430 -0.798
H 1.906 -2.994 -1.455
H 0.698 -1.076 -2.536
H 0.201 -2.364 -3.420
H -0.230 -0.293 -4.378
H -0.008 1.101 -5.197
H 1.225 -0.630 -1.585
H -4.447 0.905 -1.416
H -4.018 -0.096 0.015
H -3.428 1.578 -0.093
H -3.731 -0.473 -3.342
H -2.150 -1.334 -3.528
H -3.329 -1.895 -2.320
H 4.962 1.459 -0.239
H 4.617 -0.040 -1.169
H 3.877 1.498 -1.678
H 4.452 0.744 1.948
H 2.825 0.391 2.658
H 3.760 -0.906 1.865
F -2.473 1.289 2.579
C -2.156 0.252 3.408
F -2.782 0.447 4.593
F -2.685 -0.869 2.831
C -0.602 0.134 3.541
O -0.016 0.113 2.309
C -0.053 1.372 4.327
F -0.449 1.396 5.624
F 1.310 1.379 4.304
F -0.454 2.528 3.736
C -0.233 -1.194 4.281
F -0.852 -1.329 5.480
F -0.565 -2.271 3.511
F 1.109 -1.263 4.479
*
```

Calculated values
**Energy**: -92243.3703 eV
**ΔE to the lowest compared entry with this formula, charge and spin**: 0.0000 eV
**Expectation value of S²**: 12.0317
**Lowest unoccupied orbital energy (spin up / spin down)**: -0.15 / 0.23 eV
**HOMO level (spin up / spin down)**: -7.1 / -7.1 eV


Q: Which formula does entry 3 have?
A: C21H29EuF9NO3P2